Record 1
Computed, not measured: 4 unconnected molecules or ions with the total composition C20H39N2O9P2 in a non-equilibrium geometry, with ωB97M-V with the def2-TZVPD basis set.

For the LUMO energy, the calculation gives -4.3 eV. The value obtained for the HOMO energy is -11.2 eV. The orbital gap is 0.253 hartree. Its net charge is +1.

Structure (XYZ):
```
72
Properties=species:S:1:pos:R:3:forces:R:3:mulliken_charge:R:1
C 0.018283 -4.763361 -0.383325 -0.021 0.347 0.126 -0.873
C 1.342357 -5.019554 -1.017265 -0.335 -0.017 -0.353 -0.320
O 2.162847 -3.852480 -1.251053 0.206 0.379 0.087 -0.358
N 1.489424 -2.803004 -1.818426 -0.075 -0.114 0.047 0.360
C 1.166688 -2.901663 -3.108523 -0.216 0.459 -0.181 -0.441
C 0.523536 -1.867594 -3.747433 0.402 -0.874 0.095 -0.950
C 0.228819 -0.715856 -3.066905 -0.014 0.330 0.252 0.427
C -0.433522 0.386484 -3.788960 -0.090 0.378 0.260 -0.737
P -1.505880 1.462990 -2.828085 -1.327 -0.080 0.139 1.057
O -2.551134 0.758143 -2.088902 0.129 -0.408 0.175 -0.687
O -0.628667 2.393053 -1.914060 0.894 -0.012 0.290 -0.361
O -2.092928 2.415365 -3.933627 0.065 0.133 -0.528 -0.562
C 0.587779 -0.649578 -1.732010 0.311 -0.348 0.272 0.169
C 1.229618 -1.695279 -1.090945 -0.194 0.016 -0.121 -0.888
P 1.755543 -1.509706 0.668165 1.412 -0.724 0.142 0.966
N 2.906096 -2.446122 1.044365 -0.314 0.549 -0.268 -0.699
O 0.401174 -1.673989 1.423168 -0.946 -0.049 0.197 -0.280
O 1.963960 0.051545 0.803441 -0.314 0.402 -0.260 -0.470
H 0.132151 -4.287403 0.577514 0.079 0.061 0.475 0.049
H -0.459724 -5.713419 -0.224548 -0.262 -0.417 0.123 0.454
H -0.644444 -4.173754 -0.995266 -0.306 0.255 -0.348 0.311
H 1.218617 -5.547334 -1.948365 -0.022 -0.216 -0.522 0.327
H 1.940787 -5.629233 -0.376589 0.643 -0.202 0.375 0.402
H 1.444449 -3.803506 -3.599614 0.179 -0.569 -0.191 0.465
H 0.260494 -1.965649 -4.776505 -0.060 -0.168 -0.525 0.595
H 0.303077 0.984442 -4.307319 0.495 0.278 -0.118 0.190
H -1.089158 -0.035561 -4.529325 -0.352 -0.181 -0.471 0.468
H -0.935706 2.317553 -1.000449 -0.202 0.380 0.301 0.232
H -1.445237 2.668834 -4.600268 -0.071 0.339 -0.111 0.331
H 0.371221 0.229567 -1.165782 -0.104 0.362 0.301 0.956
H 3.704859 -1.942185 1.402302 0.305 -0.273 0.230 0.249
H -0.188597 -2.322418 1.025218 -0.275 -0.060 0.247 0.238
H 2.406263 0.428265 0.036924 0.335 0.301 0.088 0.337
C -3.842920 1.510942 1.973728 0.135 -0.002 0.005 -0.507
C -2.833256 1.925015 3.045720 -0.056 0.014 -0.029 -0.181
C -1.802932 2.680803 2.218659 -0.044 -0.029 0.018 -0.068
O -2.516190 3.279632 1.132492 0.114 -0.131 -0.147 -0.443
C -3.844179 2.734204 1.069517 -0.060 -0.027 -0.076 -0.332
H -4.830810 1.281698 2.366476 -0.013 -0.001 0.040 0.403
H -3.480368 0.633997 1.431277 -0.007 0.018 -0.016 0.141
H -3.304514 2.594834 3.767242 0.002 0.030 -0.010 0.272
H -2.408397 1.087345 3.593118 -0.006 -0.088 0.031 -0.028
H -1.045103 1.993858 1.814794 -0.002 -0.009 0.043 -0.120
H -1.290493 3.463435 2.777949 0.015 0.028 -0.012 0.351
H -4.560681 3.481970 1.422235 0.058 0.045 0.025 0.278
H -4.072578 2.503195 0.029110 0.019 -0.017 -0.009 0.241
C 4.337445 3.358020 -3.519933 -0.018 -0.071 -0.084 -0.604
C 3.850581 3.960039 -4.838811 -0.041 0.026 0.090 -0.634
C 2.703499 3.027931 -5.200895 0.104 -0.018 0.022 -0.471
O 2.148917 2.576839 -3.954068 -0.132 -0.180 -0.066 -0.288
C 3.026313 2.927884 -2.877335 -0.034 0.138 -0.016 -0.210
H 4.896299 4.055010 -2.900151 0.001 0.041 0.003 0.364
H 4.970725 2.490078 -3.713522 0.002 -0.008 0.005 0.280
H 3.478512 4.972286 -4.674889 -0.011 0.008 -0.007 0.281
H 4.615381 3.999855 -5.610521 0.034 -0.018 -0.007 0.351
H 3.058393 2.158564 -5.764144 0.016 0.018 -0.006 0.310
H 1.921391 3.520307 -5.778571 -0.041 0.001 0.021 0.295
H 2.572604 3.742953 -2.306563 0.011 -0.012 0.022 0.330
H 3.140154 2.064154 -2.217132 -0.021 -0.042 -0.017 -0.001
C -0.512770 -1.760776 6.072936 -0.060 0.056 0.043 -0.643
C -1.628190 -1.882232 7.112833 0.011 -0.040 -0.077 -0.564
C -2.729954 -1.039260 6.482709 0.093 0.033 0.018 -0.431
O -2.564257 -1.165278 5.066201 -0.047 0.072 -0.080 -0.400
C -1.307841 -1.769921 4.773224 0.009 -0.076 0.039 0.106
H 0.223714 -2.560500 6.121805 -0.002 -0.031 0.014 0.364
H 0.009010 -0.809039 6.190474 0.002 0.010 -0.006 0.292
H -1.949454 -2.921788 7.199217 -0.009 -0.007 0.002 0.247
H -1.345351 -1.530828 8.102610 0.023 0.023 0.013 0.347
H -2.629938 0.016194 6.756432 0.004 -0.010 0.026 0.255
H -3.731575 -1.371986 6.751762 -0.028 -0.009 -0.033 0.301
H -1.485291 -2.795000 4.424839 0.058 -0.010 0.002 0.204
H -0.818941 -1.212029 3.971623 -0.036 0.021 -0.008 -0.044
```
Forces are in eV/Å.



Record 2
Computed, not measured: a molecular structure, C48H49F27O26Zr in a non-equilibrium geometry, with ωB97M-V with the def2-TZVPD basis set.

For the LUMO energy, the calculation gives -5.4 eV. The value obtained for the HOMO energy is -6.9 eV. The orbital gap is 0.054 hartree. Its net charge is 0.

Structure (XYZ):
```
151
Properties=species:S:1:pos:R:3:forces:R:3:mulliken_charge:R:1
Zr -17.382460 -15.615290 4.570480 0.671 -0.544 1.120 1.476
C -22.318670 -16.911120 7.322390 4.534 -0.089 1.947 -0.357
C -21.271400 -16.080170 6.875810 -1.374 1.241 -2.767 0.408
C -21.687640 -14.924720 5.883700 -0.449 0.239 0.304 0.392
O -20.688980 -14.392890 5.392120 -1.086 0.608 -0.895 -0.559
C -23.164470 -14.678220 5.612260 4.643 0.327 0.401 -0.574
C -24.039430 -15.555050 6.203830 -5.446 -1.920 -2.028 0.435
C -23.618760 -16.737560 7.044710 -3.738 -2.278 -0.230 0.344
O -24.367710 -17.728870 7.272850 0.369 2.411 -0.472 -0.552
O -25.212020 -15.625700 5.670100 2.746 0.430 1.926 -0.523
O -20.084310 -16.317420 6.817690 1.346 -0.876 1.030 -0.478
H -21.965760 -17.755340 7.896120 -0.414 -0.380 0.010 0.466
H -23.530440 -13.988610 4.866000 0.117 0.153 0.066 0.481
C -11.898940 -17.826780 3.996890 -4.354 1.577 -1.083 -0.569
C -13.059960 -17.111820 4.413690 -1.818 -0.673 -0.061 0.523
C -13.075590 -16.446800 5.824490 0.306 -0.352 -1.004 0.429
O -14.207860 -16.122630 6.152880 -0.816 1.117 1.307 -0.541
C -11.836410 -16.280050 6.519250 -3.806 0.045 -0.680 -0.593
C -10.736310 -16.950300 6.057880 4.670 0.318 2.253 0.346
C -10.777530 -17.780880 4.742090 5.649 -1.687 -0.961 0.370
O -9.772010 -18.369580 4.156090 -1.950 1.954 3.014 -0.677
O -9.711470 -16.776330 6.823930 -1.535 -1.497 -2.787 -0.665
O -14.214430 -17.127060 3.869690 1.642 -0.037 -0.294 -0.616
H -11.863430 -18.306750 3.030060 -0.119 -0.208 0.104 0.509
H -11.839430 -15.771350 7.471940 0.261 0.082 -0.073 0.526
C -3.799500 -17.990430 5.063320 0.826 -0.017 -0.375 -1.042
C -2.313470 -18.358340 5.062440 -1.815 -2.423 0.714 -0.221
O -1.661490 -17.238820 4.589970 2.539 1.240 -1.654 -0.186
C -0.346200 -17.386540 4.255250 0.871 -1.704 2.405 0.372
O 0.346740 -18.358170 4.625950 -2.067 3.528 -1.983 -0.539
C 0.178780 -16.034050 3.527190 -1.617 -1.145 0.457 0.857
F -0.688260 -15.025370 3.643530 -0.451 -0.145 0.270 -0.242
F 1.304760 -15.624040 4.006770 1.670 0.132 1.040 -0.239
F 0.337600 -16.262250 2.247180 0.058 -0.561 -1.269 -0.250
H -4.008940 -17.923260 3.995740 -0.384 0.820 0.046 0.170
H -3.844550 -17.048340 5.609710 -0.774 -0.008 -0.240 0.299
H -4.512210 -18.744760 5.396700 0.435 -0.005 0.579 0.383
H -2.236740 -19.201740 4.376240 0.617 -0.023 -0.136 0.294
H -1.922270 -18.705830 6.018640 0.074 0.306 0.117 0.346
C -10.071050 -21.888860 -1.564070 1.739 -0.815 -0.526 -1.328
C -11.505330 -21.526160 -1.793640 0.988 1.006 2.909 -0.034
O -11.858860 -21.963940 -3.045020 -1.315 -0.708 -2.835 -0.199
C -13.087650 -21.683530 -3.526360 -0.618 1.239 3.410 0.335
O -13.935760 -21.064260 -2.893970 1.559 -1.144 -1.456 -0.549
C -13.374580 -22.203120 -4.920400 -0.286 -0.380 0.316 0.906
F -12.499400 -23.069110 -5.390760 0.077 -0.966 0.276 -0.230
F -14.620190 -22.753190 -4.881150 1.063 0.456 -0.616 -0.233
F -13.298090 -21.174880 -5.739960 -0.865 0.871 -0.676 -0.239
H -9.579530 -21.676420 -0.614660 -0.835 0.482 0.337 0.402
H -9.410760 -21.419310 -2.293210 -0.137 0.102 -0.248 0.316
H -9.890870 -22.958720 -1.669060 -0.284 -0.174 -0.220 0.327
H -11.576490 -20.446080 -1.665360 -0.507 0.102 -0.355 0.288
H -12.075910 -21.984910 -0.986120 -0.574 -0.066 -0.297 0.239
C -13.179420 -9.559930 7.680460 -0.253 -0.237 0.882 -1.134
C -14.160190 -10.720310 7.747920 -0.224 -0.370 -0.946 -0.208
O -15.502650 -10.356420 8.163120 -1.280 1.755 0.229 -0.249
C -16.616940 -10.952560 7.716350 3.135 -2.876 0.062 0.490
O -16.517050 -12.006750 7.092530 -1.451 1.813 0.311 -0.584
C -17.958120 -10.412480 8.302380 0.774 1.215 -0.269 0.803
F -17.805700 -9.303240 9.056260 0.196 -0.802 -0.155 -0.234
F -18.742470 -10.058630 7.287830 -0.343 -0.296 -0.265 -0.246
F -18.533500 -11.356710 9.020340 -0.131 -0.121 0.082 -0.216
H -12.961430 -9.041340 8.614080 -0.360 0.066 0.011 0.336
H -13.525860 -8.875740 6.905880 0.266 0.135 0.142 0.294
H -12.240040 -10.034490 7.396820 0.063 0.160 -0.316 0.355
H -13.881740 -11.580920 8.356130 0.234 0.198 -0.005 0.332
H -14.154820 -10.993290 6.692670 -0.650 -0.773 0.111 0.259
C -7.103690 -17.207270 -0.740930 0.240 -0.334 0.009 -1.121
C -5.639640 -16.957750 -0.381120 0.320 1.107 -0.820 -0.262
O -4.906950 -18.175320 -0.334790 -1.079 -2.660 0.975 -0.210
C -3.588230 -18.269870 -0.240630 -2.466 2.415 -1.199 0.329
O -2.924790 -17.297310 -0.387440 1.814 0.431 0.573 -0.524
C -3.016670 -19.661270 -0.238750 0.216 -0.900 -1.014 0.888
F -2.054830 -19.678530 0.690070 -0.648 -0.932 0.143 -0.199
F -3.910910 -20.691960 -0.180210 1.055 1.196 0.930 -0.237
F -2.419520 -19.803590 -1.434820 0.173 -0.115 0.023 -0.253
H -7.548840 -16.278820 -1.098560 0.110 0.065 0.044 0.363
H -7.758260 -17.601320 0.036470 0.358 0.004 0.264 0.296
H -7.129940 -17.918590 -1.566430 -0.016 0.026 -0.079 0.312
H -5.461960 -16.345290 0.502850 -0.161 -0.368 0.324 0.341
H -5.207920 -16.368880 -1.190410 0.080 0.068 -0.131 0.276
C -8.924710 -12.542380 2.245680 1.057 0.083 0.342 -1.124
C -9.893430 -11.497620 2.721230 -0.564 0.380 -0.487 -0.157
O -9.220610 -10.219320 2.936690 0.667 1.656 -0.855 -0.283
C -9.043150 -9.270460 1.956340 -2.477 -2.607 -2.387 0.427
O -9.418340 -9.414040 0.780410 1.395 0.648 3.364 -0.551
C -8.485560 -7.928390 2.503500 0.675 -1.670 -0.268 0.845
F -7.410980 -7.565650 1.820220 0.287 0.232 -0.643 -0.249
F -9.399730 -6.999390 2.400880 -0.695 0.739 0.082 -0.235
F -8.099610 -8.080890 3.753210 -0.107 0.256 0.997 -0.241
H -9.268420 -13.576440 2.219650 -0.535 0.236 -0.025 0.381
H -8.067390 -12.554000 2.918710 0.138 0.022 -0.004 0.319
H -8.562700 -12.256000 1.258240 -0.028 -0.120 -0.047 0.294
H -10.358490 -11.659610 3.693640 0.228 -0.328 -0.068 0.267
H -10.687350 -11.408000 1.979760 -0.044 0.446 0.010 0.305
C -15.254330 -9.640740 -2.689010 1.479 -0.710 0.037 -1.011
C -15.844840 -10.924210 -3.226000 -2.115 0.730 -0.715 -0.298
O -15.172840 -12.077270 -2.704180 -0.692 -2.171 0.216 -0.210
C -15.878890 -13.263010 -2.705640 -2.471 0.958 0.386 0.355
O -17.060480 -13.382210 -3.011250 2.743 0.220 0.106 -0.519
C -15.194490 -14.456300 -1.908770 0.099 0.841 -0.664 0.842
F -15.962090 -14.741390 -0.858620 -0.514 -0.279 -0.050 -0.254
F -15.019740 -15.588670 -2.629760 -0.085 1.209 0.492 -0.236
F -14.051760 -14.019010 -1.406950 0.851 -0.381 -0.185 -0.232
H -15.164780 -8.866710 -3.451210 -0.141 -0.068 0.112 0.307
H -14.251930 -9.958050 -2.401600 0.395 0.570 -0.001 0.274
H -15.702180 -9.250140 -1.775260 -0.352 -0.150 -0.242 0.294
H -15.928580 -11.009730 -4.309420 0.917 0.124 -0.171 0.354
H -16.912770 -10.869080 -3.014870 -0.114 -0.889 0.705 0.334
C -9.585370 -23.252900 7.898680 -0.031 2.130 -0.083 -1.011
C -10.833720 -22.621310 8.477860 -0.812 -2.058 0.304 -0.195
O -11.146170 -23.436830 9.630820 -2.176 -2.944 1.543 -0.273
C -11.863040 -24.683460 9.550470 0.764 1.676 -4.402 0.388
O -12.398220 -25.169980 8.525080 1.919 2.063 4.273 -0.539
C -11.661660 -25.479120 10.855750 -0.562 0.162 1.700 0.828
F -10.948090 -26.569840 10.600820 -0.014 0.005 -0.217 -0.236
F -11.053360 -24.822000 11.873050 -0.062 -0.019 -1.123 -0.234
F -12.854140 -25.847170 11.370060 0.196 -0.057 -0.667 -0.248
H -8.773990 -22.973860 8.570920 0.131 -0.474 0.080 0.281
H -9.450200 -22.581130 7.051010 0.596 -0.759 -0.801 0.363
H -9.615860 -24.326650 7.713650 -0.214 0.340 -0.258 0.340
H -11.725040 -22.658830 7.851560 0.250 0.152 -0.416 0.300
H -10.672370 -21.606720 8.842110 0.018 -0.186 0.051 0.235
C -11.252400 -18.065880 12.199630 -0.672 0.215 -0.778 -1.015
C -12.521030 -17.672650 11.430510 0.764 0.588 -0.429 -0.209
O -13.612640 -17.898640 12.300630 -2.893 -0.611 0.854 -0.210
C -14.884190 -17.713520 11.840790 1.999 0.283 -2.912 0.340
O -15.119520 -17.367860 10.705460 0.205 0.015 0.743 -0.544
C -16.090790 -18.018800 12.694640 0.692 -0.656 1.432 0.840
F -15.637240 -18.324940 13.961420 -1.186 -0.730 -1.323 -0.244
F -16.838930 -16.932280 12.851510 -0.310 -0.467 -0.466 -0.223
F -16.811350 -19.021890 12.052520 1.055 1.572 1.877 -0.214
H -11.433640 -18.029270 13.273830 0.207 0.321 -0.103 0.306
H -10.512720 -17.347090 11.847050 0.434 -0.306 0.468 0.310
H -10.963400 -19.085100 11.943210 0.134 0.100 0.029 0.256
H -12.562350 -18.170640 10.461800 -0.549 -0.563 0.210 0.335
H -12.537760 -16.625140 11.129600 0.124 0.242 0.367 0.273
C -16.914280 -23.163240 2.087390 0.216 -1.750 -0.560 -1.278
C -16.691940 -21.982000 2.959970 0.377 0.734 -1.523 -0.056
O -17.245830 -22.268440 4.242750 0.155 0.729 1.110 -0.174
C -17.367020 -21.339360 5.185180 -0.345 3.704 -0.439 0.408
O -17.378750 -20.087550 5.094330 0.389 -4.036 -0.308 -0.588
C -17.617180 -21.941500 6.584130 -1.387 -1.593 0.551 0.814
F -16.631400 -21.698920 7.441800 -0.361 0.465 -0.343 -0.213
F -18.812210 -21.452640 7.086040 1.798 -0.548 -0.630 -0.239
F -17.730170 -23.304700 6.513120 -0.130 1.286 0.066 -0.241
H -16.265230 -23.999150 2.348280 -0.183 -0.152 0.496 0.323
H -16.640020 -23.033770 1.040440 -0.094 0.757 0.007 0.394
H -17.945880 -23.515180 2.093520 -0.017 0.108 0.141 0.325
H -17.126300 -21.142810 2.416640 -0.430 0.418 0.831 0.244
H -15.623930 -21.770600 3.012390 0.000 0.034 0.554 0.283
```
Forces are in eV/Å.



Record 3
Computed, not measured: a molecular structure, C4H6LiORb in a non-equilibrium geometry, with ωB97M-V with the def2-TZVPD basis set.

For the LUMO energy (alpha / beta), the calculation gives -3.9 / -4.1 eV. The value obtained for the HOMO energy (alpha / beta) is -9.9 / -9.8 eV. As for the spin multiplicity: 2. The orbital gap (alpha / beta) is 0.219 / 0.209 hartree. Its net charge is +1.

Structure (XYZ):
```
13
Properties=species:S:1:pos:R:3:forces:R:3:mulliken_spin:R:1
C -2.835996 -0.719566 0.541232 -4.332 0.407 -0.001 -0.151
C -1.894384 -0.825891 -0.506149 1.057 0.079 -0.986 0.847
H -2.614504 -0.282542 1.523144 0.330 0.416 -0.237 0.019
H -3.310520 -1.642767 0.883645 -0.168 -0.397 -0.408 0.124
H -0.904737 -1.253968 -0.307010 -0.028 0.373 -0.180 -0.007
H -2.251540 -0.780776 -1.539832 0.233 -0.376 0.341 0.002
Li -1.593230 1.377785 -0.005823 -0.880 -0.381 -0.008 0.037
O -4.740102 2.090784 -0.143434 0.181 0.786 -0.115 0.003
C -5.255092 0.992842 -0.585254 1.318 -0.420 -0.083 0.013
C -4.832719 -0.286585 -0.394262 1.832 0.426 0.583 0.099
Rb -5.336311 5.202037 -0.490997 -0.019 -0.715 0.090 0.001
H -5.240873 -1.171501 -0.884459 0.501 0.053 0.456 0.007
H -6.078761 1.076353 -1.333964 -0.024 -0.249 0.549 0.005
```
Forces are in eV/Å.



Question: Look up the net charge of the second one.
Answer: 0



Question: Among the records above, which one has the lowest net charge?
Answer: C48H49F27O26Zr



Question: net charge of number 3 (C4H6LiORb)?
Answer: +1